(1)
Molecular formula: C29H56N2O14P2
Method: DFT, wB97M-V/def2-TZVPD

Strongest force on any atom = 0.1492 Eh/bohr
SMILES = C#CC[C@]1(CC=O)OC(=O)O[C@@]1(CCCCNC(C)=O)C[C@H](O)CN.CCOP(=O)(OCC)OCC.CCOP(=O)(OCC)OCC
HOMO energy = -9.2739 eV

Last columns: bonded neighbours and bond lengths (Å).
Positions of all 103 atoms, in Å:
1 C -1.1192 0.6251 -0.1973  C2 1.203, H26 1.071
2 C -1.0873 0.1709 -1.3108  C1 1.203, C3 1.487
3 C -0.9381 -0.3209 -2.7065  C2 1.487, C4 1.553, H27 1.100, H28 1.097
4 C -0.3138 -1.7402 -2.7848  C3 1.553, C5 1.572, O8 1.443, C12 1.540
5 C 1.2205 -1.5047 -2.5372  C4 1.572, C6 1.541, H29 1.095, H30 1.106
6 C 2.0177 -1.3572 -3.8472  C5 1.541, O7 1.198, H31 1.114
7 O 3.0517 -1.9329 -4.0356  C6 1.198
8 O -0.3997 -2.0209 -4.1981  C4 1.443, C9 1.381
9 C -0.5057 -3.3898 -4.3468  O8 1.381, O10 1.177, O11 1.364
10 O -0.1693 -4.0351 -5.2719  C9 1.177
11 O -1.1006 -3.8399 -3.2048  C9 1.364, C12 1.447
12 C -1.0028 -2.9277 -2.0864  C4 1.540, O11 1.447, C13 1.553, C21 1.549
13 C -2.4183 -2.6683 -1.5020  C12 1.553, C14 1.558, H32 1.100, H33 1.100
14 C -3.3893 -3.8799 -1.6257  C13 1.558, C15 1.576, H34 1.092, H35 1.097
15 C -4.8487 -3.3265 -1.4094  C14 1.576, C16 1.566, H36 1.102, H37 1.103
16 C -5.7311 -3.4134 -2.7006  C15 1.566, N17 1.479, H38 1.100, H39 1.101
17 N -6.9688 -4.2038 -2.5219  C16 1.479, C18 1.418, H40 1.014
18 C -8.1373 -3.4024 -2.4582  N17 1.418, C19 1.540, O20 1.201
19 C -8.8356 -3.0801 -1.1235  C18 1.540, H41 1.101, H42 1.100, H43 1.094
20 O -8.6140 -2.9455 -3.4618  C18 1.201
21 C -0.2362 -3.6525 -0.9522  C12 1.549, C22 1.549, H44 1.103, H45 1.099
22 C 0.9385 -4.5619 -1.3916  C21 1.549, O23 1.418, C24 1.572, H46 1.105
23 O 0.6290 -5.9431 -1.3053  C22 1.418, H47 0.963
24 C 2.1940 -4.2298 -0.5064  C22 1.572, N25 1.480, H48 1.107, H49 1.102
25 N 3.4549 -4.1182 -1.2731  C24 1.480, H50 1.014, H51 1.015
26 H -1.3726 1.0195 0.7659  C1 1.071
27 H -0.2324 0.3668 -3.1955  C3 1.100
28 H -1.8916 -0.2681 -3.2470  C3 1.097
29 H 1.7151 -2.2524 -1.9084  C5 1.095
30 H 1.3608 -0.5365 -2.0215  C5 1.106
31 H 1.6627 -0.6699 -4.6488  C6 1.114
32 H -2.9280 -1.7996 -1.9430  C13 1.100
33 H -2.2950 -2.4751 -0.4258  C13 1.100
34 H -3.3693 -4.3667 -2.6035  C14 1.092
35 H -3.2040 -4.5585 -0.7839  C14 1.097
36 H -5.3343 -3.8202 -0.5517  C15 1.102
37 H -4.8318 -2.2572 -1.1399  C15 1.103
38 H -5.1529 -3.8107 -3.5481  C16 1.100
39 H -6.0339 -2.3949 -2.9880  C16 1.101
40 H -6.9103 -4.8025 -1.7050  N17 1.014
41 H -8.2000 -3.2849 -0.2478  C19 1.101
42 H -9.6997 -3.7566 -1.0423  C19 1.100
43 H -9.1943 -2.0469 -1.1242  C19 1.094
44 H -0.9646 -4.3160 -0.4570  C21 1.103
45 H 0.0331 -2.8881 -0.2101  C21 1.099
46 H 1.2364 -4.3036 -2.4239  C22 1.105
47 H 1.4646 -6.3707 -1.0901  O23 0.963
48 H 2.2973 -4.9941 0.2879  C24 1.107
49 H 2.0645 -3.2790 0.0359  C24 1.102
50 H 3.7805 -3.1627 -1.1758  N25 1.014
51 H 3.3109 -4.2350 -2.2716  N25 1.015
52 C 2.8514 7.4826 1.6698  C53 1.519, H63 1.095, H64 1.091, H65 1.090
53 C 3.4234 6.0814 1.5417  C52 1.519, O54 1.423, H66 1.094, H67 1.091
54 O 2.6023 5.2419 0.7385  C53 1.423, P55 1.646
55 P 2.5308 5.5193 -0.8823  O54 1.646, O56 1.496, O57 1.640, O60 1.677
56 O 3.9179 5.1743 -1.3251  P55 1.496
57 O 1.7289 4.1700 -1.3587  P55 1.640, C58 1.425
58 C 2.3124 3.2391 -2.2669  O57 1.425, C59 1.515, H68 1.090, H69 1.093
59 C 3.0353 2.1390 -1.5180  C58 1.515, H70 1.090, H71 1.092, H72 1.094
60 O 1.0401 6.2775 -0.7581  P55 1.677, C61 1.437
61 C 0.8476 7.4929 -1.5009  O60 1.437, C62 1.516, H73 1.094, H74 1.090
62 C 1.1343 7.3180 -2.9796  C61 1.516, H75 1.097, H76 1.090, H77 1.091
63 H 2.9451 8.0266 0.7243  C52 1.095
64 H 3.3855 8.0499 2.4333  C52 1.091
65 H 1.7927 7.4489 1.9286  C52 1.090
66 H 4.4392 6.1129 1.1371  C53 1.094
67 H 3.4762 5.6176 2.5278  C53 1.091
68 H 2.9715 3.7419 -2.9745  C58 1.090
69 H 1.4954 2.8070 -2.8510  C58 1.093
70 H 3.7417 2.5375 -0.7895  C59 1.090
71 H 3.5775 1.4892 -2.2088  C59 1.092
72 H 2.3200 1.5293 -0.9590  C59 1.094
73 H 1.4776 8.2820 -1.0799  C61 1.094
74 H -0.1910 7.7914 -1.3574  C61 1.090
75 H 2.1955 7.1044 -3.1547  C62 1.097
76 H 0.8811 8.2247 -3.5298  C62 1.090
77 H 0.5638 6.4830 -3.3880  C62 1.091
78 C 2.0793 3.0028 3.6298  C79 1.518, H89 1.096, H90 1.091, H91 1.090
79 C 1.7760 1.8464 2.6943  C78 1.518, O80 1.425, H92 1.094, H93 1.090
80 O 2.0920 0.5863 3.2792  C79 1.425, P81 1.644
81 P 1.1599 0.0195 4.5090  O80 1.644, O82 1.499, O83 1.642, O86 1.677
82 O -0.1485 -0.2358 3.8246  P81 1.499
83 O 1.7391 -1.5138 4.6093  P81 1.642, C84 1.426
84 C 0.8922 -2.6408 4.3964  O83 1.426, C85 1.513, H94 1.090, H95 1.092
85 C 0.9351 -3.0623 2.9437  C84 1.513, H96 1.091, H97 1.092, H98 1.092
86 O 2.2943 0.4507 5.6665  P81 1.677, C87 1.437
87 C 1.8167 1.0883 6.8624  O86 1.437, C88 1.516, H99 1.094, H100 1.090
88 C 0.7530 0.2700 7.5684  C87 1.516, H101 1.097, H102 1.090, H103 1.091
89 H 1.3630 3.0293 4.4583  C78 1.096
90 H 2.0106 3.9544 3.1002  C78 1.091
91 H 3.0773 2.9053 4.0583  C78 1.090
92 H 0.7269 1.8646 2.3844  C79 1.094
93 H 2.3862 1.9365 1.7951  C79 1.090
94 H -0.1269 -2.4353 4.7244  C84 1.090
95 H 1.2665 -3.4512 5.0255  C84 1.092
96 H 0.7376 -2.2267 2.2698  C85 1.091
97 H 0.2030 -3.8488 2.7475  C85 1.092
98 H 1.9268 -3.4424 2.6893  C85 1.092
99 H 1.4339 2.0836 6.6177  C87 1.094
100 H 2.6781 1.2203 7.5172  C87 1.090
101 H -0.1587 0.1991 6.9630  C88 1.097
102 H 0.4861 0.7275 8.5215  C88 1.090
103 H 1.1032 -0.7472 7.7477  C88 1.091


(2)
Molecular formula: C29H56N3O9
Method: DFT, wB97M-V/def2-TZVPD

Strongest force on any atom = 0.0466 Eh/bohr
Energy relative to the best compared isomer or geometry (same formula, charge and spin) = 0.0 kcal/mol
Net charge = +1
HOMO energy = -10.8435 eV

Last columns: bonded neighbours and bond lengths (Å).
Positions of all 97 atoms, in Å:
1 C 5.1431 -3.1468 -0.6278  C2 1.547, H24 1.087, H25 1.090, H26 1.090
2 C 5.6245 -2.4696 0.6776  C1 1.547, C3 1.528, H27 1.092, H28 1.088
3 C 5.4064 -0.9571 0.7022  C2 1.528, C4 1.536, H29 1.093, H30 1.088
4 C 3.9826 -0.4922 1.0420  C3 1.536, C5 1.550, H31 1.090, H32 1.089
5 C 3.3352 -1.1784 2.2722  C4 1.550, N6 1.491, H33 1.084, H34 1.084
6 N 2.0416 -1.7925 1.8574  C5 1.491, C7 1.304, N23 1.307
7 C 2.0894 -2.9946 1.3544  N6 1.304, C8 1.381, H35 1.075
8 C 0.9094 -3.5623 0.9147  C7 1.381, C9 1.349, H36 1.074
9 C -0.2067 -2.8144 1.0411  C8 1.349, C10 1.506, C17 1.411
10 C -1.5389 -3.3207 0.5557  C9 1.506, C11 1.534, H37 1.096, H38 1.089
11 C -1.4745 -4.6816 -0.1502  C10 1.534, C12 1.532, H39 1.091, H40 1.089
12 C -2.8599 -5.2537 -0.4667  C11 1.532, C13 1.526, H41 1.092, H42 1.087
13 C -3.6572 -5.6436 0.7749  C12 1.526, O14 1.445, H43 1.085, H44 1.091
14 O -3.2194 -6.9454 1.2245  C13 1.445, C15 1.363
15 C -2.4128 -6.8274 2.3164  O14 1.363, O16 1.211, H45 1.103
16 O -1.2807 -7.2580 2.3372  C15 1.211
17 C -0.1572 -1.5366 1.6382  C9 1.411, N18 1.396, N23 1.314
18 N -1.3060 -0.7597 1.7997  C17 1.396, C19 1.485, C20 1.480
19 C -1.0015 0.5730 2.3795  N18 1.485, H46 1.085, H47 1.091, H48 1.087
20 C -2.2070 -1.3984 2.7850  N18 1.480, C21 1.523, O22 1.201
21 C -1.6116 -2.1242 3.9840  C20 1.523, H49 1.083, H50 1.091, H51 1.090
22 O -3.3994 -1.3336 2.6555  C20 1.201
23 N 0.9897 -1.0386 2.0407  N6 1.307, C17 1.314
24 H 6.0108 -3.3457 -1.2521  C1 1.087
25 H 4.4330 -2.5490 -1.1993  C1 1.090
26 H 4.7208 -4.1319 -0.4271  C1 1.090
27 H 5.1986 -3.0024 1.5300  C2 1.092
28 H 6.6986 -2.6320 0.7441  C2 1.088
29 H 5.6192 -0.6030 -0.3092  C3 1.093
30 H 6.1355 -0.4527 1.3325  C3 1.088
31 H 3.2903 -0.5580 0.2028  C4 1.090
32 H 4.0445 0.5681 1.2835  C4 1.089
33 H 3.1038 -0.4230 3.0140  C5 1.084
34 H 3.9678 -1.9099 2.7625  C5 1.084
35 H 3.0308 -3.5071 1.2739  C7 1.075
36 H 0.9014 -4.5392 0.4689  C8 1.074
37 H -1.9153 -2.5961 -0.1755  C10 1.096
38 H -2.2717 -3.3156 1.3616  C10 1.089
39 H -0.9725 -5.3690 0.5321  C11 1.091
40 H -0.8966 -4.5554 -1.0649  C11 1.089
41 H -3.4342 -4.5295 -1.0482  C12 1.092
42 H -2.7079 -6.1167 -1.1100  C12 1.087
43 H -4.7054 -5.6705 0.4950  C13 1.085
44 H -3.4902 -4.9442 1.5954  C13 1.091
45 H -2.8462 -6.3177 3.1939  C15 1.103
46 H -0.4076 1.1812 1.7057  C19 1.085
47 H -0.5013 0.5141 3.3470  C19 1.091
48 H -1.9351 1.1017 2.5530  C19 1.087
49 H -2.4013 -2.5808 4.5679  C21 1.083
50 H -0.9285 -2.9195 3.6810  C21 1.091
51 H -1.0550 -1.4218 4.6052  C21 1.090
52 C 1.3148 -1.9891 -2.7740  O53 1.413, H61 1.098, H62 1.090, H63 1.094
53 O 0.3056 -1.0360 -2.5114  C52 1.413, C54 1.417
54 C 0.7199 0.0720 -1.7309  O53 1.417, C55 1.515, H64 1.096, H65 1.100
55 C 0.3605 1.4104 -2.3430  C54 1.515, O56 1.414, H66 1.095, H67 1.091
56 O 0.9876 1.7484 -3.5643  C55 1.414, C57 1.423
57 C 0.6782 1.0008 -4.7346  O56 1.423, C58 1.517, H68 1.090, H69 1.093
58 C -0.7476 1.1057 -5.2410  C57 1.517, O59 1.419, H70 1.096, H71 1.094
59 O -1.6842 0.5099 -4.3572  C58 1.419, C60 1.415
60 C -2.8093 1.3110 -4.0517  O59 1.415, H72 1.094, H73 1.092, H74 1.094
61 H 1.3271 -2.7606 -1.9930  C52 1.098
62 H 1.0866 -2.4650 -3.7278  C52 1.090
63 H 2.3034 -1.5277 -2.8561  C52 1.094
64 H 1.7973 0.0355 -1.5306  C54 1.096
65 H 0.1916 0.0008 -0.7682  C54 1.100
66 H 0.6920 2.1707 -1.6287  C55 1.095
67 H -0.7217 1.5265 -2.4208  C55 1.091
68 H 0.9828 -0.0402 -4.6222  C57 1.090
69 H 1.3208 1.4182 -5.5133  C57 1.093
70 H -0.8030 0.5641 -6.1927  C58 1.096
71 H -0.9915 2.1546 -5.4336  C58 1.094
72 H -2.5698 2.3785 -4.0582  C60 1.094
73 H -3.1476 1.0471 -3.0480  C60 1.092
74 H -3.6213 1.1151 -4.7579  C60 1.094
75 C -3.0922 6.9042 2.3714  O76 1.415, H84 1.094, H85 1.091, H86 1.094
76 O -1.8473 6.9486 1.7008  C75 1.415, C77 1.415
77 C -0.7673 6.3676 2.4060  O76 1.415, C78 1.518, H87 1.095, H88 1.097
78 C 0.0057 5.3585 1.5765  C77 1.518, O79 1.423, H89 1.094, H90 1.090
79 O -0.6966 4.1825 1.1901  C78 1.423, C80 1.423
80 C -1.7799 4.2924 0.2737  O79 1.423, C81 1.519, H91 1.090, H92 1.095
81 C -1.4363 4.7472 -1.1342  C80 1.519, O82 1.413, H93 1.098, H94 1.095
82 O -0.9971 6.0898 -1.1843  C81 1.413, C83 1.414
83 C 0.1965 6.3027 -1.9124  O82 1.414, H95 1.094, H96 1.091, H97 1.094
84 H -3.2295 7.8016 2.9810  C75 1.094
85 H -3.8778 6.8734 1.6153  C75 1.091
86 H -3.1893 6.0115 2.9963  C75 1.094
87 H -1.1056 5.8965 3.3349  C77 1.095
88 H -0.0768 7.1771 2.6725  C77 1.097
89 H 0.8289 5.0029 2.2028  C78 1.094
90 H 0.4712 5.8309 0.7114  C78 1.090
91 H -2.5856 4.8918 0.6967  C80 1.090
92 H -2.1768 3.2756 0.1853  C80 1.095
93 H -2.3485 4.6808 -1.7414  C81 1.098
94 H -0.6931 4.0660 -1.5611  C81 1.095
95 H 0.8712 5.4425 -1.8602  C83 1.094
96 H 0.7079 7.1606 -1.4745  C83 1.091
97 H -0.0293 6.5259 -2.9593  C83 1.094